Model one:
{"formula": "CH5NO2", "method": "ωB97M-V with the def2-TZVPD basis set", "species": ["C", "N", "O", "O", "H", "H", "H", "H", "H"], "xyz": [[1.135, 1.061, 0.066], [-1.495, -1.433, 0.017], [0.439, 0.275, -0.761], [-0.978, -0.319, 0.328], [1.903, 0.574, 0.774], [0.410, 1.811, 0.633], [1.799, 1.917, -0.477], [-0.883, -2.330, 0.156], [-2.329, -1.556, -0.735]], "lowdin_charge": [-0.292, -0.063, -0.155, -0.127, 0.082, 0.105, 0.119, 0.155, 0.177], "homo_energy_ev": [-9.59, -9.05], "mol_weight_g_mol": 63.056, "orbital_gap_ev": [9.8, 9.0], "lumo_ev": [0.2, -0.1]}

---

Model two:
{"formula": "CH5NO2", "method": "ωB97M-V with the def2-TZVPD basis set", "species": ["N", "C", "O", "H", "H", "H", "O", "H", "H"], "xyz": [[0.921, 0.501, 0.215], [1.778, -0.511, -0.111], [1.416, -1.529, -0.648], [-0.040, 0.272, 0.055], [1.295, 1.239, 0.779], [2.814, -0.319, 0.211], [-2.833, 0.215, 0.198], [-3.147, -0.538, -0.317], [-2.205, 0.671, -0.382]], "lowdin_charge": [0.119, -0.424, 0.012, 0.075, 0.090, 0.123, -0.062, 0.041, 0.025], "homo_energy_ev": -10.21, "mol_weight_g_mol": 63.056, "orbital_gap_ev": 10.9, "smiles": "NC=O.O", "lumo_ev": 0.7}

---

Result of the stability comparison: model one is the least stable of them.

---

Model one:
{"formula": "C21H22F2N2O3", "method": "ωB97M-V with the def2-TZVPD basis set", "species": ["O", "C", "C", "C", "C", "C", "O", "C", "C", "C", "C", "F", "C", "C", "F", "O", "N", "N", "C", "C", "C", "C", "C", "C", "C", "C", "C", "C", "H", "H", "H", "H", "H", "H", "H", "H", "H", "H", "H", "H", "H", "H", "H", "H", "H", "H", "H", "H", "H", "H"], "xyz": [[1.627, 1.816, 0.763], [1.913, 0.675, 0.422], [0.793, -0.289, 0.251], [-0.568, 0.128, 0.300], [-1.268, -1.030, 0.159], [-2.728, -1.334, 0.135], [-3.416, -0.120, -0.039], [-4.774, -0.139, -0.041], [-5.574, -1.267, 0.093], [-6.957, -1.164, 0.077], [-7.543, 0.075, -0.075], [-8.886, 0.176, -0.091], [-6.783, 1.225, -0.214], [-5.411, 1.101, -0.195], [-4.656, 2.204, -0.328], [-0.409, -2.059, 0.038], [0.858, -1.590, 0.097], [3.184, 0.272, 0.205], [3.482, -1.086, -0.207], [4.926, -1.425, -0.586], [5.889, -1.428, 0.602], [6.369, -0.032, 0.984], [7.035, 0.623, -0.222], [6.005, 0.773, -1.338], [5.478, -0.600, -1.751], [4.892, 1.709, -0.876], [4.222, 1.267, 0.427], [5.234, 0.851, 1.497], [-0.932, 1.125, 0.417], [-2.939, -2.035, -0.686], [-3.014, -1.814, 1.084], [-5.131, -2.243, 0.210], [-7.574, -2.042, 0.182], [-7.245, 2.191, -0.333], [3.178, -1.769, 0.595], [2.852, -1.321, -1.071], [4.853, -2.463, -0.937], [5.407, -1.904, 1.459], [6.762, -2.031, 0.338], [7.106, -0.135, 1.791], [7.429, 1.604, 0.053], [7.871, 0.009, -0.564], [6.486, 1.226, -2.214], [4.704, -0.484, -2.513], [6.303, -1.158, -2.202], [4.128, 1.802, -1.651], [5.319, 2.701, -0.714], [3.667, 2.130, 0.817], [4.705, 0.347, 2.309], [5.670, 1.765, 1.907]], "lowdin_charge": [0.059, -0.382, -0.161, 0.084, -0.212, -0.112, -0.009, -0.199, -0.006, -0.009, -0.280, 0.063, 0.076, -0.192, 0.096, 0.035, 0.104, 0.018, -0.123, -0.274, -0.121, -0.307, -0.125, -0.306, -0.115, -0.087, -0.248, -0.084, 0.127, 0.149, 0.149, 0.110, 0.120, 0.135, 0.122, 0.122, 0.143, 0.119, 0.120, 0.139, 0.121, 0.120, 0.139, 0.121, 0.120, 0.128, 0.124, 0.138, 0.128, 0.124], "homo_energy_ev": -8.92, "mol_weight_g_mol": 388.414, "orbital_gap_ev": 9.6, "smiles": "O=C(c1cc(COc2ccc(F)cc2F)on1)N1C[C@@H]2C[C@H]3C[C@@H](C2)C[C@@H]1C3", "lumo_ev": 0.6}

---

Model two:
{"formula": "C21H22F2N2O3", "method": "ωB97M-V with the def2-TZVPD basis set", "species": ["C", "C", "C", "O", "C", "C", "C", "C", "N", "C", "C", "N", "C", "O", "C", "O", "C", "C", "C", "C", "F", "C", "C", "C", "C", "C", "F", "C", "H", "H", "H", "H", "H", "H", "H", "H", "H", "H", "H", "H", "H", "H", "H", "H", "H", "H", "H", "H", "H", "H"], "xyz": [[-7.218, 0.084, -1.791], [-7.305, 0.225, -0.271], [-6.234, 1.171, 0.235], [-6.515, 2.282, 0.633], [-4.833, 0.706, 0.188], [-4.437, -0.615, -0.019], [-3.106, -0.965, -0.039], [-2.078, -0.023, 0.136], [-0.765, -0.394, 0.102], [-0.353, -1.643, -0.504], [1.087, -1.525, -0.986], [1.973, -1.291, 0.139], [3.165, -1.914, 0.168], [3.538, -2.653, -0.725], [4.048, -1.657, 1.396], [4.314, -0.295, 1.654], [5.117, 0.399, 0.790], [5.664, -0.116, -0.380], [6.468, 0.685, -1.174], [6.713, 1.989, -0.794], [7.497, 2.768, -1.573], [6.173, 2.522, 0.364], [5.375, 1.721, 1.153], [1.400, -0.518, 1.224], [0.297, 0.393, 0.695], [-2.504, 1.304, 0.330], [-1.589, 2.304, 0.454], [-3.827, 1.660, 0.368], [-7.346, 1.056, -2.263], [-6.253, -0.317, -2.092], [-8.001, -0.580, -2.151], [-7.204, -0.750, 0.207], [-8.275, 0.645, 0.000], [-5.171, -1.396, -0.141], [-2.849, -2.004, -0.170], [-0.433, -2.478, 0.207], [-0.994, -1.857, -1.363], [1.173, -0.704, -1.707], [1.409, -2.447, -1.476], [4.978, -2.222, 1.259], [3.540, -2.025, 2.293], [5.469, -1.129, -0.693], [6.899, 0.299, -2.083], [6.381, 3.545, 0.635], [4.941, 2.101, 2.064], [2.169, 0.095, 1.694], [0.981, -1.193, 1.983], [-0.099, 0.965, 1.536], [0.720, 1.101, -0.029], [-4.099, 2.693, 0.518]], "lowdin_charge": [-0.086, -0.176, -0.379, 0.086, -0.159, -0.033, -0.008, -0.155, -0.078, -0.136, -0.105, -0.033, -0.442, 0.057, -0.089, -0.069, -0.257, 0.001, 0.003, -0.284, 0.051, -0.005, 0.000, -0.111, -0.124, -0.180, 0.049, 0.065, 0.082, 0.067, 0.073, 0.106, 0.116, 0.110, 0.103, 0.135, 0.129, 0.140, 0.128, 0.140, 0.139, 0.104, 0.122, 0.119, 0.120, 0.124, 0.139, 0.132, 0.135, 0.133], "homo_energy_ev": -8.17, "mol_weight_g_mol": 388.414, "orbital_gap_ev": 8.6, "smiles": "CCC(=O)c1ccc(N2CCN(C(=O)COc3ccc(F)cc3)CC2)c(F)c1", "lumo_ev": 0.4}

---

Result of the stability comparison: model one is the least stable of them.

---

Model one:
{"formula": "C9H12N2", "method": "ωB97M-V with the def2-TZVPD basis set", "species": ["C", "C", "C", "C", "C", "C", "C", "C", "C", "N", "N", "H", "H", "H", "H", "H", "H", "H", "H", "H", "H", "H", "H"], "xyz": [[-0.086, -0.553, 2.615], [-0.604, -0.783, 0.553], [0.261, 0.334, 0.661], [-0.055, 1.297, -1.626], [-1.331, -1.353, -0.484], [0.779, 0.195, -1.850], [0.884, 0.966, -0.441], [-2.224, -2.473, -0.216], [2.141, 1.932, -0.310], [-0.700, -1.353, 1.821], [0.561, 0.478, 1.996], [-0.096, -0.549, 3.705], [-0.018, 2.297, -2.225], [-1.044, 1.148, -1.415], [-1.251, -1.069, -1.527], [1.814, 0.300, -2.258], [-3.241, -2.129, -0.481], [-2.222, -2.852, 0.779], [-2.039, -3.252, -0.874], [2.570, 2.197, -1.307], [2.890, 1.395, 0.402], [1.750, 2.799, 0.129], [1.262, 1.028, 2.351]], "lowdin_charge": [-0.188, -0.237, -0.158, -0.180, -0.049, -0.015, -0.342, -0.095, -0.023, 0.109, 0.133, 0.124, 0.137, 0.061, 0.083, 0.076, 0.097, 0.060, 0.054, 0.087, 0.107, 0.044, 0.115], "homo_energy_ev": [-6.29, -7.97], "mol_weight_g_mol": 148.209, "orbital_gap_ev": [6.0, 8.2], "lumo_ev": [-0.3, 0.2]}

---

Model two:
{"formula": "C9H12N2", "method": "ωB97M-V with the def2-TZVPD basis set", "species": ["C", "N", "N", "C", "C", "C", "C", "C", "C", "C", "C", "H", "H", "H", "H", "H", "H", "H", "H", "H", "H", "H", "H"], "xyz": [[1.027, 2.266, 1.591], [0.261, 1.035, 1.605], [0.980, -0.178, 1.978], [0.495, 0.032, 0.663], [1.609, 0.209, -0.667], [-0.606, -0.715, 0.051], [-0.657, -2.053, -0.181], [-1.618, -2.615, -1.022], [-2.498, -1.791, -1.628], [-2.514, -0.424, -1.366], [-1.564, 0.050, -0.543], [1.158, 2.559, 2.649], [2.005, 2.139, 1.264], [0.324, 2.888, 1.056], [0.384, -0.772, 2.553], [0.854, 0.497, -1.348], [1.888, -0.709, -1.108], [2.378, 1.001, -0.646], [0.132, -2.703, 0.165], [-1.588, -3.666, -1.267], [-3.326, -2.197, -2.132], [-3.113, 0.248, -1.818], [-1.431, 1.187, -0.484]], "lowdin_charge": [-0.070, -0.104, 0.099, -0.445, 0.055, -0.228, -0.030, -0.078, -0.088, -0.063, -0.064, 0.092, 0.045, 0.087, 0.104, 0.035, 0.048, 0.064, 0.118, 0.107, 0.091, 0.073, 0.151], "homo_energy_ev": -9.19, "mol_weight_g_mol": 148.209, "orbital_gap_ev": 10.2, "smiles": "CN1N[C@@]1(C)c1ccccc1", "lumo_ev": 1.0}

---

Result of the stability comparison: model one is the least stable of them.

---

Model one:
{"formula": "C4H26BO21", "method": "ωB97M-V with the def2-TZVPD basis set", "species": ["O", "C", "O", "B", "O", "C", "O", "O", "C", "O", "C", "O", "O", "O", "H", "H", "O", "H", "H", "O", "H", "H", "O", "H", "H", "O", "H", "H", "O", "H", "H", "O", "H", "H", "O", "H", "H", "O", "H", "H", "O", "H", "H", "O", "H", "H", "O", "H", "H", "O", "H", "H"], "xyz": [[-13.774, -11.357, -32.940], [-12.712, -11.348, -33.529], [-11.977, -12.362, -33.510], [-10.631, -11.814, -33.688], [-10.871, -10.428, -34.171], [-12.051, -10.142, -33.988], [-12.293, -9.004, -33.602], [-9.800, -12.517, -34.657], [-8.794, -12.917, -34.076], [-7.798, -13.202, -34.701], [-8.758, -12.402, -32.771], [-9.792, -11.868, -32.453], [-7.862, -12.513, -31.986], [-8.936, -10.264, -30.431], [-8.082, -10.475, -30.753], [-9.548, -10.737, -30.973], [-12.568, -7.587, -30.983], [-13.311, -8.155, -31.186], [-12.008, -7.824, -31.690], [-6.238, -10.597, -30.089], [-6.218, -10.801, -31.005], [-5.305, -10.445, -29.963], [-9.758, -8.052, -32.583], [-9.991, -7.601, -33.417], [-10.320, -8.790, -32.514], [-5.589, -13.834, -33.024], [-6.355, -13.693, -33.571], [-5.331, -14.742, -33.156], [-7.690, -12.646, -28.928], [-7.193, -11.868, -29.216], [-8.624, -12.446, -29.106], [-12.695, -5.905, -33.737], [-13.321, -6.615, -33.719], [-12.464, -5.823, -32.809], [-14.802, -9.150, -31.659], [-14.496, -9.964, -32.082], [-15.074, -8.574, -32.350], [-6.033, -10.992, -34.630], [-6.474, -11.792, -34.960], [-6.482, -10.504, -33.891], [-11.877, -10.662, -30.592], [-12.668, -11.231, -30.634], [-11.964, -10.162, -29.806], [-10.425, -12.666, -29.024], [-10.558, -12.153, -29.839], [-10.457, -13.620, -29.156], [-4.485, -11.880, -31.791], [-3.656, -12.321, -31.593], [-5.059, -12.569, -32.244], [-7.862, -14.795, -30.806], [-8.007, -13.908, -31.192], [-7.870, -15.444, -31.529]], "lowdin_charge": [0.133, -0.438, 0.326, -0.756, 0.296, -0.424, 0.136, 0.350, -0.439, 0.136, -0.501, 0.305, 0.152, -0.004, -0.023, -0.028, -0.041, -0.026, -0.044, -0.037, 0.001, 0.056, -0.029, 0.058, -0.036, -0.024, 0.004, 0.069, -0.088, -0.019, -0.026, -0.053, -0.002, 0.022, -0.040, 0.000, 0.031, -0.069, 0.010, 0.063, -0.002, 0.077, 0.052, -0.052, 0.009, 0.060, -0.093, 0.030, -0.003, -0.078, -0.025, 0.027], "total_charge": -1, "homo_energy_ev": -6.72, "mol_weight_g_mol": 421.043, "orbital_gap_ev": 8.4, "lumo_ev": 1.6}

---

Model two:
{"formula": "C4H26BO21", "method": "ωB97M-V with the def2-TZVPD basis set", "species": ["O", "C", "O", "B", "O", "C", "O", "O", "C", "O", "C", "O", "O", "O", "H", "H", "O", "H", "H", "O", "H", "H", "O", "H", "H", "O", "H", "H", "O", "H", "H", "O", "H", "H", "O", "H", "H", "O", "H", "H", "O", "H", "H", "O", "H", "H", "O", "H", "H", "O", "H", "H"], "xyz": [[3.908, 0.123, -1.811], [2.816, -0.169, -1.339], [2.262, 0.306, -0.241], [0.817, -0.017, -0.191], [0.658, -0.944, -1.397], [1.801, -1.035, -2.055], [1.994, -1.706, -3.127], [0.085, 1.195, -0.526], [-0.777, 1.477, 0.444], [-1.627, 2.387, 0.548], [-0.621, 0.394, 1.539], [0.278, -0.462, 1.098], [-1.147, 0.308, 2.657], [0.508, -3.934, -2.207], [0.720, -3.104, -2.634], [-0.287, -4.234, -2.647], [-1.593, 1.257, -3.401], [-1.009, 0.556, -3.110], [-1.681, 1.120, -4.344], [-2.309, 2.448, 4.302], [-2.663, 3.325, 4.154], [-2.877, 1.871, 3.792], [-2.165, -2.617, -0.562], [-1.283, -2.790, -0.234], [-2.031, -2.289, -1.451], [0.696, 3.087, 3.687], [-0.138, 2.632, 3.800], [0.838, 3.539, 4.519], [-2.894, -2.383, 2.179], [-2.170, -2.819, 2.627], [-2.492, -1.981, 1.408], [1.224, 0.131, -5.497], [0.942, -0.737, -5.784], [1.806, -0.038, -4.756], [5.368, 2.287, -2.078], [4.925, 3.080, -1.779], [4.822, 1.570, -1.756], [-1.270, -1.834, 4.283], [-1.547, -1.002, 3.899], [-0.757, -1.583, 5.052], [2.950, -4.407, -0.792], [3.427, -4.635, -1.590], [2.295, -3.771, -1.078], [-2.920, 3.318, -2.055], [-2.564, 3.513, -1.188], [-2.405, 2.572, -2.364], [1.398, -2.609, 2.697], [0.735, -2.316, 2.073], [2.121, -1.992, 2.588], [-2.885, 4.354, 1.901], [-2.927, 4.943, 1.148], [-2.352, 3.617, 1.599]], "lowdin_charge": [0.137, -0.328, 0.257, -0.822, 0.197, -0.310, 0.060, 0.257, -0.254, 0.098, -0.292, 0.223, 0.119, -0.040, -0.012, 0.047, -0.024, 0.030, 0.053, -0.050, 0.026, 0.037, -0.034, 0.030, 0.036, -0.056, -0.015, 0.026, -0.052, 0.014, -0.015, -0.048, 0.029, 0.007, -0.069, 0.022, -0.038, -0.065, -0.010, 0.041, -0.052, 0.031, -0.018, -0.068, -0.006, -0.030, -0.043, 0.000, 0.031, -0.060, 0.030, -0.026], "total_charge": -1, "homo_energy_ev": -8.33, "mol_weight_g_mol": 421.043, "orbital_gap_ev": 9.8, "lumo_ev": 1.4}

---

Result of the stability comparison: model one is the least stable of them.